[1]
37
Properties=species:S:1:pos:R:3:forces:R:3 method="wB97M-V/def2-TZVPD" de_lowest_kj_mol=4.50 orbital_gap_ev=10.358 smiles="CCCCC(=O)OCC(=O)NC(=O)NC(C)C" mol_weight_g_mol=244.291 homo_energy_ev=-9.62
C -5.401898 1.620660 -0.301559 0.074 -0.206 -0.135
C -5.018742 0.165457 -0.544983 -0.080 0.014 0.188
C -4.445746 -0.518727 0.696616 0.055 0.036 -0.207
C -3.090737 0.052084 1.146898 -0.097 -0.089 -0.024
C -2.047346 -0.192873 0.093944 -0.175 0.276 0.187
O -1.745754 0.569217 -0.791531 -0.052 0.083 -0.116
O -1.492975 -1.402878 0.236992 0.022 -0.247 0.285
C -0.582029 -1.848868 -0.762350 0.190 -0.144 -0.420
C 0.859939 -1.391070 -0.501004 -0.507 -0.139 -0.020
O 1.736401 -2.193633 -0.252338 0.142 -0.345 0.037
N 1.030239 -0.054357 -0.592736 0.027 0.660 -0.066
C 2.214672 0.713195 -0.380740 -0.299 -0.474 -0.017
O 2.147788 1.914726 -0.483501 -0.041 0.529 -0.062
N 3.301301 -0.002990 -0.083013 0.339 -0.359 0.108
C 4.597924 0.596883 0.164005 0.167 0.151 0.033
C 5.046828 0.281251 1.588724 -0.113 0.206 -0.210
C 5.603918 0.082567 -0.862672 -0.185 0.232 0.106
H -5.916605 2.021461 -1.171231 -0.043 0.118 -0.036
H -4.520388 2.230854 -0.125754 0.057 0.141 0.037
H -6.064120 1.704618 0.557835 -0.082 0.063 0.095
H -4.294305 0.118408 -1.359706 -0.038 -0.074 -0.088
H -5.906586 -0.388981 -0.857939 0.051 -0.030 -0.059
H -5.150917 -0.409207 1.523097 0.005 -0.066 0.026
H -4.324922 -1.586326 0.499190 -0.041 -0.027 0.094
H -2.780874 -0.446188 2.065417 0.026 0.087 0.008
H -3.173697 1.124388 1.316898 0.109 -0.026 0.003
H -0.903065 -1.482440 -1.744904 0.027 -0.101 0.138
H -0.611035 -2.939429 -0.729118 0.090 0.231 -0.001
H 0.224015 0.520187 -0.838020 0.181 -0.189 0.058
H 3.215154 -1.012304 -0.025604 -0.173 0.121 -0.059
H 4.463781 1.677050 0.046137 0.038 -0.188 0.024
H 4.318653 0.652915 2.305175 -0.047 0.013 0.090
H 5.149890 -0.793752 1.721350 0.035 -0.136 0.048
H 6.005069 0.750966 1.792019 0.139 0.014 0.062
H 5.716367 -0.995814 -0.771736 0.048 -0.141 -0.006
H 6.572347 0.548547 -0.703921 0.152 0.009 0.003
H 5.267457 0.314420 -1.869950 -0.003 -0.002 -0.103


[2]
38
Properties=species:S:1:pos:R:3:forces:R:3 method="wB97M-V/def2-TZVPD" de_lowest_kj_mol=1146.32 orbital_gap_ev=9.918 mol_weight_g_mol=260.290 homo_energy_ev=-9.60
C -1.841248 -0.427894 0.493507 -2.698 -1.702 0.476
C -0.510032 0.159421 -0.022247 -0.308 0.577 0.534
C -3.022130 0.562918 -0.114502 -0.628 -0.940 1.247
C -4.387718 -0.232548 -0.171186 -0.239 -0.983 2.189
C -5.762902 0.438518 -0.491920 -0.303 2.333 2.546
C 1.783928 0.630985 0.567752 -0.722 -2.599 -2.255
C 1.776351 1.937775 -0.229239 1.739 3.169 2.606
C 2.663265 -0.482459 0.063454 -1.669 -5.721 -0.604
C 2.231680 -1.144938 -1.404982 0.206 0.616 -1.389
C 4.060233 -0.094461 0.179597 0.749 1.572 -2.393
C 5.116598 -1.003774 -0.561673 -0.018 -1.002 0.235
H -2.110324 -1.563762 2.437068 0.234 2.520 -0.596
H -2.112490 0.303131 2.500467 0.874 -3.058 -0.338
H -2.322212 -1.513433 0.132014 2.327 2.602 0.545
H -3.122103 1.514699 0.432185 -0.133 -0.604 0.615
H -2.766552 1.006953 -1.076765 0.359 -0.945 -0.263
H -4.526556 -0.965964 0.797842 -0.052 2.693 -1.144
H -4.409776 -1.174194 -0.713777 0.717 0.442 -1.494
H -7.435590 -0.114330 -1.083171 1.703 -2.122 0.716
H 0.672207 -0.819939 1.693019 -1.566 3.108 -3.592
H 2.122284 1.010160 1.485680 0.856 0.183 1.332
H 2.540990 -1.455730 0.861355 -0.090 2.375 -1.893
H 2.436466 -0.354657 -2.187551 -0.471 -0.417 0.816
H 2.846924 -2.003683 -1.881786 -0.564 1.236 1.744
H 1.163802 -1.510858 -1.625345 1.329 0.929 1.104
H 4.139574 -0.104827 1.310523 0.986 0.976 -1.406
H 3.903698 0.948516 -0.486949 1.821 -2.087 2.444
H 4.504303 -2.409759 -0.826252 2.194 4.220 1.013
H 5.305442 -0.434153 -1.811327 0.055 -2.222 4.319
H 6.059542 -1.055903 0.443670 -2.290 -0.161 -4.192
H 1.555192 3.869451 0.588763 -2.030 -5.184 0.587
N -1.661014 -0.634813 2.129419 -2.116 1.509 -2.265
N 0.529808 -0.031960 0.827666 0.151 -1.387 2.194
O -0.455965 0.967372 -0.972680 0.290 -1.564 1.261
O -6.137262 1.669180 -0.276999 1.630 -6.789 -1.827
O -6.595616 -0.681551 -0.819816 -1.656 5.406 -0.676
O 2.629136 2.441290 -0.963824 -2.770 -1.789 0.794
O 1.138072 2.755205 0.778024 2.102 4.809 -2.988


[3]
34
Properties=species:S:1:pos:R:3:forces:R:3 method="wB97M-V/def2-TZVPD" de_lowest_kj_mol=320.94 orbital_gap_ev=9.811 smiles="CC/C(C)=N/C(C)(C)C.c1cscn1" mol_weight_g_mol=212.362 homo_energy_ev=-9.04
C -0.513623 -2.865191 -0.183616 0.911 -0.086 1.129
C 0.156927 -2.113443 0.991358 2.075 -0.995 -0.497
C 1.196465 -1.121112 0.571203 -0.848 1.243 0.535
C 2.464598 -1.687523 0.138170 2.905 -1.599 -2.993
N 0.869086 0.100471 0.694049 0.009 0.033 -1.113
C 1.555882 1.236699 0.009556 -2.065 0.872 0.862
C 2.988495 1.516225 0.439173 -1.092 1.947 -0.937
C 1.472944 1.088298 -1.510920 -3.215 -0.793 0.661
C 0.594527 2.423879 0.408538 0.487 -0.078 -0.815
H 0.128414 -3.189991 -0.982359 0.721 0.923 -0.766
H -1.386705 -2.339220 -0.541285 -0.175 -0.266 -0.150
H -0.658210 -3.853723 0.186587 -1.452 -0.728 0.531
H -0.504567 -1.544058 1.552341 -1.669 0.694 1.001
H 0.700047 -2.782321 1.690678 -0.592 -0.187 -0.376
H 2.249300 -2.788498 -0.198032 0.837 1.812 0.920
H 2.908932 -1.203309 -0.850106 -0.889 -0.845 2.151
H 3.318249 -1.621873 0.910690 -1.536 -0.308 -1.026
H 3.344173 2.427378 -0.148877 -0.244 -1.122 0.988
H 3.009362 1.689548 1.495856 0.268 0.278 0.622
H 3.572309 0.686338 0.196059 1.257 -1.177 -0.345
H 1.936188 0.160803 -1.729253 0.905 -0.520 -0.907
H 1.915438 1.967832 -1.982922 -0.304 -0.325 -0.318
H 0.313890 0.844298 -1.776818 2.672 1.140 0.323
H -0.372568 2.419570 -0.139541 0.184 -0.991 0.803
H 0.476948 2.486983 1.517873 0.086 0.286 -1.054
H 0.971346 3.301353 -0.108749 0.674 0.740 0.774
C -3.866515 1.490006 0.169806 1.708 0.762 0.184
C -2.950184 0.458084 0.256411 -0.590 -0.153 0.336
S -3.784134 -0.914706 -0.325841 -0.986 -0.606 -0.527
C -5.238086 0.029028 -0.703530 1.060 -0.720 0.637
N -5.069749 1.274176 -0.437832 -0.004 0.396 0.957
H -3.654127 2.470150 0.584219 -0.061 0.015 -0.310
H -1.911232 0.319712 0.703650 -1.580 0.653 -0.752
H -6.233827 -0.365871 -0.896534 0.541 -0.296 -0.528


[4]
35
Properties=species:S:1:pos:R:3:forces:R:3 method="wB97M-V/def2-TZVPD" de_lowest_kj_mol=333.17 orbital_gap_ev=8.531 mol_weight_g_mol=210.301 charge=+1 homo_energy_ev=-11.60
C 2.093574 2.394274 -2.102338 0.951 -0.669 -1.418
C 3.321934 3.070417 -1.610692 -1.271 0.779 4.678
C 1.095888 1.975503 -1.007401 2.464 -0.737 0.498
C 1.420211 1.336705 0.229847 -1.436 -1.331 0.173
C -0.195140 2.270431 -1.245977 -1.999 1.426 -4.203
C 0.393134 0.877036 1.198887 -0.736 4.474 -5.995
C -1.175308 2.101883 -0.334514 -1.897 -0.496 2.679
C -0.909918 1.390869 0.890189 0.698 -0.293 0.233
O -1.975964 1.165557 1.813101 2.702 -0.939 -0.670
H 1.807087 3.188036 -2.777552 -1.807 0.019 -0.040
H 2.355040 1.608716 -2.879048 -0.288 0.203 1.345
H 4.201115 3.081113 -2.099581 2.336 0.780 -3.176
H 2.439262 0.965995 0.390368 -0.277 0.497 0.053
H -0.512538 2.638616 -2.371264 0.906 -0.522 3.169
H 0.685699 0.485406 2.078997 0.611 -1.473 2.806
H -2.151217 2.647577 -0.479176 0.854 -1.083 0.142
H -2.651552 1.679698 1.438895 -1.994 1.135 -0.333
H 3.770635 2.573552 -0.787924 0.012 -1.336 1.468
H 3.106234 4.023800 -1.034815 0.103 -0.543 -1.415
C 0.529577 -3.620355 0.157064 -0.420 -1.156 -5.470
C 1.242208 -2.370052 0.317036 1.859 2.395 -1.134
C -1.567266 -2.490351 0.409464 0.181 3.687 0.430
N -0.958954 -3.568126 -0.147450 -0.994 1.054 0.037
N -2.146084 -1.455218 -0.272239 -0.905 -1.244 -0.502
N -1.407055 -2.026842 1.693230 0.018 -2.063 -1.571
H 1.106771 -4.193786 -0.729063 -1.863 1.102 1.813
H 0.643629 -4.179805 0.953132 0.475 -3.123 4.026
H 1.045420 -1.674347 1.139135 -0.422 -0.584 -0.047
H 1.131587 -1.764674 -0.635824 0.610 -0.495 1.056
H -1.492169 -4.035234 -0.933422 1.535 0.938 1.131
H -2.108056 -1.275511 -1.275160 0.024 -0.587 0.505
H -2.764458 -0.857379 0.280404 0.437 -0.137 -0.591
H -1.207602 -2.626255 2.439694 0.382 -1.231 0.977
H -1.807900 -1.158727 1.975751 -0.057 0.829 -0.173
H 2.302007 -2.718110 0.477487 -0.791 0.723 -0.478


[5]
37
Properties=species:S:1:pos:R:3:forces:R:3 method="wB97M-V/def2-TZVPD" s2=2.006 orbital_gap_ev="3.339 / 5.775" spin_multiplicity=3 mol_weight_g_mol=297.976 charge=-1 homo_energy_ev="-0.48 / -3.01"
C -1.105777 -1.367049 -1.210057 -0.593 0.812 0.056
C -1.121921 -0.996152 -2.584977 -0.036 0.978 0.910
C -1.983315 0.132424 -2.703047 -0.656 -0.816 -0.153
C -2.666347 0.330051 -1.475561 1.276 -0.002 0.429
C -2.049246 -0.521374 -0.508781 0.373 -0.468 -1.047
Ni 1.110658 -0.006801 1.242283 -0.888 -1.412 0.314
P 2.248227 -1.703602 1.101337 0.975 -1.122 -0.112
H -0.496726 -2.155160 -0.773420 -0.202 0.051 -0.014
H -0.549960 -1.443615 -3.392456 0.041 0.099 0.174
H -2.185240 0.683608 -3.618453 -0.061 -0.191 0.030
H -2.273620 -0.555800 0.550512 -0.111 -0.182 -0.012
H -3.482395 1.026298 -1.286246 0.284 -0.002 -0.034
H 3.546958 -1.325489 0.609564 -0.099 -0.497 0.284
H 1.770618 -2.591773 0.085221 0.419 -0.503 0.261
H 2.615686 -2.586175 2.187005 -0.186 0.373 -1.016
C 2.076470 2.200709 1.521759 -0.378 1.555 -0.230
N 0.722188 1.768028 0.982892 0.140 2.057 0.716
C 0.410104 2.605586 -0.190759 -0.148 0.388 0.052
N 0.410287 4.038496 0.166981 0.310 -0.069 0.463
C 1.736796 4.403619 0.720742 -0.465 -0.337 0.175
N 2.074667 3.625130 1.946380 -0.739 -0.385 -0.538
C 0.989094 3.782113 2.950318 -0.178 -0.045 -0.293
N -0.355746 3.448204 2.423647 0.604 0.024 -0.544
C -0.354605 2.032082 1.985400 -0.429 1.296 0.252
C -0.589747 4.291511 1.227906 0.190 -0.475 -0.094
H 2.783819 2.131252 0.683674 -0.065 -0.316 0.369
H 2.361654 1.574801 2.382040 -0.069 -0.115 -0.166
H -0.591853 2.314960 -0.531284 0.318 -0.065 -0.291
H 1.181338 2.438478 -0.946806 -0.270 -0.087 -0.081
H 1.717466 5.476851 0.949103 0.110 -0.202 0.042
H 2.501640 4.194328 -0.042140 -0.162 0.142 0.246
H 1.209930 3.107489 3.790894 -0.047 0.269 -0.170
H 0.953795 4.827247 3.290172 0.171 -0.259 -0.022
H -1.318138 1.871320 1.476925 0.337 -0.412 0.252
H -0.236649 1.396163 2.870761 0.043 -0.033 -0.319
H -0.510495 5.343113 1.520390 -0.097 -0.062 -0.022
H -1.595591 4.092136 0.829316 0.289 0.010 0.134


[6]
37
Properties=species:S:1:pos:R:3:forces:R:3 method="wB97M-V/def2-TZVPD" s2=2.005 de_lowest_kj_mol=14.04 orbital_gap_ev="4.265 / 5.195" spin_multiplicity=3 mol_weight_g_mol=345.703 charge=-1 homo_energy_ev="-1.45 / -2.78"
C 0.075807 -0.241534 -3.054643 0.679 -1.209 -0.341
C -0.830953 -1.056484 -3.834778 0.858 0.623 1.062
C -0.312122 -2.370719 -3.881589 0.560 0.466 0.576
C 0.929332 -2.384829 -3.157703 -0.670 0.114 -0.592
C 1.206036 -1.078579 -2.696993 -1.446 0.179 -0.212
Pd 0.615370 2.103837 -0.867163 0.668 0.303 -1.029
P -0.555365 4.108375 -1.049546 -0.197 0.304 0.156
H -0.019879 0.815365 -2.759866 -0.069 -0.360 -0.517
H -1.741779 -0.684803 -4.297320 0.061 -0.177 0.104
H -0.782997 -3.222104 -4.371174 0.154 0.166 0.087
H 2.117528 -0.773793 -2.191458 -0.137 0.087 -0.023
H 1.560920 -3.261579 -3.041004 0.010 0.149 -0.020
H -1.706670 4.545707 -0.303647 -0.058 0.321 -0.104
H -0.966232 4.607627 -2.329063 0.164 -0.146 0.431
H 0.282489 5.210585 -0.687982 -0.439 -0.395 -0.168
C -0.490221 1.344864 1.763626 0.079 -0.809 0.914
N 0.009447 0.636662 0.568341 -0.249 0.146 0.498
C -0.862319 -0.525524 0.302558 -0.206 -0.708 0.418
N -0.885248 -1.458566 1.461270 0.292 0.594 0.420
C -1.359421 -0.714183 2.656960 0.478 0.029 -0.494
N -0.500278 0.455633 2.964145 0.120 -0.018 -0.534
C 0.881778 -0.034523 3.185089 -0.269 -0.174 -0.451
N 1.407573 -0.779165 2.019950 -0.542 0.437 -0.171
C 1.369223 0.139846 0.836461 0.543 -1.039 1.054
C 0.501913 -1.913192 1.735619 -0.244 0.339 -0.110
H -1.522977 1.655637 1.583309 0.188 0.168 -0.101
H 0.166068 2.200277 1.962692 -0.224 -0.099 -0.061
H -0.482093 -1.061301 -0.572397 -0.162 0.210 -0.116
H -1.884148 -0.162079 0.149669 0.196 -0.080 -0.216
H -1.353166 -1.391170 3.523023 -0.042 0.158 -0.194
H -2.382853 -0.363070 2.466103 0.209 -0.078 0.088
H 1.530663 0.830210 3.368977 -0.086 -0.163 0.027
H 0.883298 -0.696746 4.063927 0.016 0.185 -0.205
H 1.718331 -0.436544 -0.030665 -0.089 0.384 0.101
H 2.019959 0.996185 1.052958 -0.054 -0.201 -0.208
H 0.489941 -2.586868 2.607032 -0.012 0.173 -0.250
H 0.873042 -2.453457 0.855269 -0.081 0.120 0.183